Entry 1:
{
  "formula": "C34H41IO21",
  "method": "ωB97M-V/def2-TZVPD",
  "total_charge": 0,
  "gap_ev": 7.869,
  "e_lumo_ha": -0.048,
  "smiles": "C#CCC(=O)O[C@@H](CCCI)CC(=O)c1ccccc1.O=C1OCCO1.O=C1OCCO1.O=C1OCCO1.O=C1OCCO1.O=C1OCCO1.O=C1OCCO1",
  "homo_energy_ha": -0.337,
  "elements": ["C", "C", "C", "C", "O", "O", "C", "C", "C", "C", "I", "C", "C", "O", "C", "C", "C", "C", "C", "C", "H", "H", "H", "H", "H", "H", "H", "H", "H", "H", "H", "H", "H", "H", "H", "H", "H", "O", "C", "O", "C", "C", "O", "H", "H", "H", "H", "O", "C", "O", "C", "C", "O", "H", "H", "H", "H", "O", "C", "O", "C", "C", "O", "H", "H", "H", "H", "O", "C", "O", "C", "C", "O", "H", "H", "H", "H", "O", "C", "O", "C", "C", "O", "H", "H", "H", "H", "O", "C", "O", "C", "C", "O", "H", "H", "H", "H"],
  "xyz": [[-1.2480, -3.3016, 2.8202], [-0.0072, -2.5968, 2.8034], [1.3920, -1.8208, 2.4471], [1.2166, -0.3863, 1.6734], [2.0255, -0.1594, 0.6051], [0.3099, 0.7107, 2.0431], [-1.0846, 0.4432, 1.6274], [-2.0127, 0.7491, 2.9842], [-3.6247, 0.6456, 2.7098], [-4.1275, -0.7587, 2.0270], [-6.2037, -1.0815, 2.7734], [-1.4259, 1.4872, 0.4105], [-2.2647, 0.8485, -0.8437], [-3.0955, 1.7042, -1.5025], [-2.1699, -0.6854, -1.4130], [-0.8617, -1.6873, -1.2894], [-0.7710, -3.2200, -1.8672], [-2.0560, -3.8564, -2.6620], [-3.3806, -2.8826, -2.8467], [-3.4745, -1.3287, -2.2384], [-2.2313, -3.9701, 2.8507], [2.0261, -2.5230, 1.7193], [2.0569, -1.7335, 3.4310], [-1.2844, -0.6513, 1.2656], [-1.6455, 1.7962, 3.3772], [-1.6950, -0.0622, 3.7841], [-4.1488, 0.6952, 3.7814], [-3.9603, 1.6180, 2.1482], [-3.5297, -1.7070, 2.3765], [-4.1665, -0.6222, 0.8561], [-2.1148, 2.3397, 0.8758], [-0.4781, 2.0271, -0.0445], [0.0770, -1.2589, -0.7377], [0.2417, -3.8219, -1.6777], [-1.9645, -4.9581, -3.0506], [-4.2899, -3.3551, -3.4596], [-4.4729, -0.7343, -2.4414], [-2.9814, -4.0732, 0.6961], [-3.9307, -4.7545, 1.0458], [-3.9563, -5.5212, 2.1750], [-5.2898, -5.9655, 2.3401], [-5.8492, -5.8948, 0.9563], [-5.1059, -4.8501, 0.3577], [-5.3127, -6.9801, 2.7473], [-5.8035, -5.2917, 3.0339], [-5.6821, -6.8172, 0.3901], [-6.9178, -5.6631, 0.9508], [3.2307, -4.2114, 3.6416], [4.2938, -3.9028, 3.1296], [5.5082, -4.0197, 3.7420], [6.4920, -3.7786, 2.7536], [5.7639, -2.9608, 1.7367], [4.4236, -3.3945, 1.8693], [7.3477, -3.2478, 3.1797], [6.8325, -4.7388, 2.3522], [5.8115, -1.8879, 1.9511], [6.1300, -3.1369, 0.7215], [-0.0646, 0.3537, -7.8095], [0.0927, 0.3071, -6.6009], [-0.9243, 0.2835, -5.6906], [-0.3425, 0.0024, -4.4314], [1.0728, 0.4516, -4.5990], [1.3093, 0.2727, -5.9826], [-0.8600, 0.5448, -3.6355], [-0.4200, -1.0727, -4.2384], [1.2079, 1.5096, -4.3510], [1.7716, -0.1446, -4.0058], [0.9954, 6.8596, 5.3586], [1.0522, 5.8117, 4.7369], [1.8477, 4.7554, 5.0758], [1.4613, 3.6696, 4.2544], [0.8383, 4.3381, 3.0721], [0.3289, 5.5433, 3.6107], [2.3288, 3.0628, 3.9805], [0.7498, 3.0455, 4.8051], [1.5705, 4.5798, 2.2944], [0.0357, 3.7405, 2.6312], [2.1502, 4.8677, -4.2657], [0.9906, 4.8688, -4.6436], [0.1387, 3.8089, -4.5239], [-1.1521, 4.2782, -4.8651], [-0.8690, 5.4651, -5.7277], [0.3760, 5.9305, -5.2425], [-1.7185, 3.5058, -5.3925], [-1.6850, 4.5461, -3.9468], [-0.7594, 5.1977, -6.7840], [-1.6356, 6.2394, -5.6348], [7.5218, 2.8536, 0.5835], [6.3622, 2.8547, 0.2056], [5.5103, 1.7947, 0.3253], [4.2195, 2.2640, -0.0160], [4.5026, 3.4510, -0.8786], [5.7476, 3.9164, -0.3933], [3.6531, 1.4916, -0.5433], [3.6866, 2.5319, 0.9024], [4.6122, 3.1836, -1.9349], [3.7360, 4.2252, -0.7856]]
}

***

Entry 2:
{
  "formula": "C4H7N3",
  "method": "ωB97M-V/def2-TZVPD",
  "total_charge": 0,
  "gap_ev": 10.340,
  "de_lowest_kj_mol": 52.45,
  "e_lumo_ha": 0.030,
  "smiles": "[H]/N=C(\\C#N)NCC",
  "homo_energy_ha": -0.350,
  "elements": ["H", "N", "C", "C", "N", "N", "C", "C", "H", "H", "H", "H", "H", "H"],
  "xyz": [[-1.0846, -3.1878, -0.3746], [-1.4452, -2.2374, -0.3647], [-0.5678, -1.4407, 0.1101], [0.7912, -1.8838, 0.4590], [1.8591, -2.2434, 0.7249], [-0.8013, -0.1116, 0.3028], [0.2334, 0.8873, 0.5196], [0.3484, 1.8779, -0.6403], [-1.7090, 0.1863, -0.0325], [0.0443, 1.4174, 1.4630], [1.1754, 0.3439, 0.6457], [-0.4206, 2.6586, -0.5888], [0.2521, 1.3574, -1.6008], [1.3245, 2.3757, -0.6235]]
}

***

Entry 3:
{
  "formula": "C4H32BO24",
  "method": "ωB97M-V/def2-TZVPD",
  "total_charge": 0,
  "gap_ev": [8.108, 2.847],
  "de_lowest_kj_mol": 10.80,
  "e_lumo_ha": [-0.095, -0.288],
  "multiplicity": 2,
  "s_squared": 0.757,
  "homo_energy_ha": [-0.393, -0.393],
  "elements": ["O", "C", "O", "B", "O", "C", "O", "O", "C", "O", "C", "O", "O", "O", "H", "H", "O", "H", "H", "O", "H", "H", "O", "H", "H", "O", "H", "H", "O", "H", "H", "O", "H", "H", "O", "H", "H", "O", "H", "H", "O", "H", "H", "O", "H", "H", "O", "H", "H", "O", "H", "H", "O", "H", "H", "O", "H", "H", "O", "H", "H"],
  "xyz": [[-0.9004, -2.6691, -1.8167], [-0.3877, -1.7335, -1.2772], [-0.2164, -1.5426, 0.0182], [0.3180, -0.2013, 0.2522], [0.5567, 0.3434, -1.0979], [0.0559, -0.3885, -1.9923], [-0.0914, -0.0206, -3.1926], [1.6212, -0.3059, 1.0114], [1.5715, 0.3459, 2.1666], [2.4415, 0.5670, 3.0023], [0.1681, 0.9341, 2.3295], [-0.4616, 0.7009, 1.1865], [-0.2658, 1.6501, 3.2736], [1.4869, 0.7850, -6.1077], [1.2082, 1.6879, -5.9551], [1.7921, 0.4803, -5.2531], [-1.0020, -3.9708, 1.3885], [-0.8029, -4.8666, 1.1162], [-0.9993, -3.4665, 0.5750], [-3.7061, -2.4647, -3.0127], [-3.4414, -1.7022, -2.4982], [-2.9651, -3.0671, -2.9476], [-0.9765, -1.7341, 3.2716], [-0.6174, -2.4142, 2.7018], [-1.8615, -1.5848, 2.9389], [3.3138, -1.7441, -1.2265], [2.9856, -2.4331, -1.8043], [2.6662, -1.0428, -1.2974], [0.3026, -3.4360, -4.7755], [-0.4364, -3.7433, -4.2505], [0.9484, -3.1429, -4.1326], [-3.4003, 1.1588, 1.9950], [-4.0312, 1.3191, 2.6968], [-2.6044, 1.6071, 2.2808], [-1.4723, 4.1398, 3.5071], [-1.2866, 4.6548, 2.7219], [-1.2177, 3.2470, 3.2743], [3.6227, 0.7869, 5.8640], [3.5854, 0.2029, 5.1065], [3.0804, 1.5358, 5.6166], [-2.3427, -0.3015, -5.2774], [-2.9564, -1.0160, -5.4480], [-1.6871, -0.6825, -4.6932], [4.4259, 2.2341, 1.6458], [4.5621, 1.3997, 1.1970], [4.7978, 2.1011, 2.5177], [-3.1780, 0.4838, -2.7616], [-3.7088, 1.2798, -2.7902], [-3.0274, 0.2625, -3.6806], [3.6112, -1.8743, 3.8250], [4.0819, -2.5110, 3.2873], [3.0362, -1.4191, 3.2099], [-2.6244, 2.6061, -0.6691], [-1.6775, 2.5507, -0.7976], [-2.8807, 1.7270, -0.3905], [1.6973, 2.5658, 5.2067], [1.0208, 1.8951, 5.1133], [1.3764, 3.3041, 4.6888], [-1.2365, 2.6277, -3.3785], [-1.5850, 1.7749, -3.1187], [-0.2861, 2.5195, -3.3433]]
}

***

What did the third record say?
{
  "formula": "C4H32BO24",
  "method": "ωB97M-V/def2-TZVPD",
  "total_charge": 0,
  "gap_ev": [8.108, 2.847],
  "de_lowest_kj_mol": 10.80,
  "e_lumo_ha": [-0.095, -0.288],
  "multiplicity": 2,
  "s_squared": 0.757,
  "homo_energy_ha": [-0.393, -0.393],
  "elements": ["O", "C", "O", "B", "O", "C", "O", "O", "C", "O", "C", "O", "O", "O", "H", "H", "O", "H", "H", "O", "H", "H", "O", "H", "H", "O", "H", "H", "O", "H", "H", "O", "H", "H", "O", "H", "H", "O", "H", "H", "O", "H", "H", "O", "H", "H", "O", "H", "H", "O", "H", "H", "O", "H", "H", "O", "H", "H", "O", "H", "H"],
  "xyz": [[-0.9004, -2.6691, -1.8167], [-0.3877, -1.7335, -1.2772], [-0.2164, -1.5426, 0.0182], [0.3180, -0.2013, 0.2522], [0.5567, 0.3434, -1.0979], [0.0559, -0.3885, -1.9923], [-0.0914, -0.0206, -3.1926], [1.6212, -0.3059, 1.0114], [1.5715, 0.3459, 2.1666], [2.4415, 0.5670, 3.0023], [0.1681, 0.9341, 2.3295], [-0.4616, 0.7009, 1.1865], [-0.2658, 1.6501, 3.2736], [1.4869, 0.7850, -6.1077], [1.2082, 1.6879, -5.9551], [1.7921, 0.4803, -5.2531], [-1.0020, -3.9708, 1.3885], [-0.8029, -4.8666, 1.1162], [-0.9993, -3.4665, 0.5750], [-3.7061, -2.4647, -3.0127], [-3.4414, -1.7022, -2.4982], [-2.9651, -3.0671, -2.9476], [-0.9765, -1.7341, 3.2716], [-0.6174, -2.4142, 2.7018], [-1.8615, -1.5848, 2.9389], [3.3138, -1.7441, -1.2265], [2.9856, -2.4331, -1.8043], [2.6662, -1.0428, -1.2974], [0.3026, -3.4360, -4.7755], [-0.4364, -3.7433, -4.2505], [0.9484, -3.1429, -4.1326], [-3.4003, 1.1588, 1.9950], [-4.0312, 1.3191, 2.6968], [-2.6044, 1.6071, 2.2808], [-1.4723, 4.1398, 3.5071], [-1.2866, 4.6548, 2.7219], [-1.2177, 3.2470, 3.2743], [3.6227, 0.7869, 5.8640], [3.5854, 0.2029, 5.1065], [3.0804, 1.5358, 5.6166], [-2.3427, -0.3015, -5.2774], [-2.9564, -1.0160, -5.4480], [-1.6871, -0.6825, -4.6932], [4.4259, 2.2341, 1.6458], [4.5621, 1.3997, 1.1970], [4.7978, 2.1011, 2.5177], [-3.1780, 0.4838, -2.7616], [-3.7088, 1.2798, -2.7902], [-3.0274, 0.2625, -3.6806], [3.6112, -1.8743, 3.8250], [4.0819, -2.5110, 3.2873], [3.0362, -1.4191, 3.2099], [-2.6244, 2.6061, -0.6691], [-1.6775, 2.5507, -0.7976], [-2.8807, 1.7270, -0.3905], [1.6973, 2.5658, 5.2067], [1.0208, 1.8951, 5.1133], [1.3764, 3.3041, 4.6888], [-1.2365, 2.6277, -3.3785], [-1.5850, 1.7749, -3.1187], [-0.2861, 2.5195, -3.3433]]
}

***

Copy entry 2 word for word.
{
  "formula": "C4H7N3",
  "method": "ωB97M-V/def2-TZVPD",
  "total_charge": 0,
  "gap_ev": 10.340,
  "de_lowest_kj_mol": 52.45,
  "e_lumo_ha": 0.030,
  "smiles": "[H]/N=C(\\C#N)NCC",
  "homo_energy_ha": -0.350,
  "elements": ["H", "N", "C", "C", "N", "N", "C", "C", "H", "H", "H", "H", "H", "H"],
  "xyz": [[-1.0846, -3.1878, -0.3746], [-1.4452, -2.2374, -0.3647], [-0.5678, -1.4407, 0.1101], [0.7912, -1.8838, 0.4590], [1.8591, -2.2434, 0.7249], [-0.8013, -0.1116, 0.3028], [0.2334, 0.8873, 0.5196], [0.3484, 1.8779, -0.6403], [-1.7090, 0.1863, -0.0325], [0.0443, 1.4174, 1.4630], [1.1754, 0.3439, 0.6457], [-0.4206, 2.6586, -0.5888], [0.2521, 1.3574, -1.6008], [1.3245, 2.3757, -0.6235]]
}

***

Repeat the third record exactly.
{
  "formula": "C4H32BO24",
  "method": "ωB97M-V/def2-TZVPD",
  "total_charge": 0,
  "gap_ev": [8.108, 2.847],
  "de_lowest_kj_mol": 10.80,
  "e_lumo_ha": [-0.095, -0.288],
  "multiplicity": 2,
  "s_squared": 0.757,
  "homo_energy_ha": [-0.393, -0.393],
  "elements": ["O", "C", "O", "B", "O", "C", "O", "O", "C", "O", "C", "O", "O", "O", "H", "H", "O", "H", "H", "O", "H", "H", "O", "H", "H", "O", "H", "H", "O", "H", "H", "O", "H", "H", "O", "H", "H", "O", "H", "H", "O", "H", "H", "O", "H", "H", "O", "H", "H", "O", "H", "H", "O", "H", "H", "O", "H", "H", "O", "H", "H"],
  "xyz": [[-0.9004, -2.6691, -1.8167], [-0.3877, -1.7335, -1.2772], [-0.2164, -1.5426, 0.0182], [0.3180, -0.2013, 0.2522], [0.5567, 0.3434, -1.0979], [0.0559, -0.3885, -1.9923], [-0.0914, -0.0206, -3.1926], [1.6212, -0.3059, 1.0114], [1.5715, 0.3459, 2.1666], [2.4415, 0.5670, 3.0023], [0.1681, 0.9341, 2.3295], [-0.4616, 0.7009, 1.1865], [-0.2658, 1.6501, 3.2736], [1.4869, 0.7850, -6.1077], [1.2082, 1.6879, -5.9551], [1.7921, 0.4803, -5.2531], [-1.0020, -3.9708, 1.3885], [-0.8029, -4.8666, 1.1162], [-0.9993, -3.4665, 0.5750], [-3.7061, -2.4647, -3.0127], [-3.4414, -1.7022, -2.4982], [-2.9651, -3.0671, -2.9476], [-0.9765, -1.7341, 3.2716], [-0.6174, -2.4142, 2.7018], [-1.8615, -1.5848, 2.9389], [3.3138, -1.7441, -1.2265], [2.9856, -2.4331, -1.8043], [2.6662, -1.0428, -1.2974], [0.3026, -3.4360, -4.7755], [-0.4364, -3.7433, -4.2505], [0.9484, -3.1429, -4.1326], [-3.4003, 1.1588, 1.9950], [-4.0312, 1.3191, 2.6968], [-2.6044, 1.6071, 2.2808], [-1.4723, 4.1398, 3.5071], [-1.2866, 4.6548, 2.7219], [-1.2177, 3.2470, 3.2743], [3.6227, 0.7869, 5.8640], [3.5854, 0.2029, 5.1065], [3.0804, 1.5358, 5.6166], [-2.3427, -0.3015, -5.2774], [-2.9564, -1.0160, -5.4480], [-1.6871, -0.6825, -4.6932], [4.4259, 2.2341, 1.6458], [4.5621, 1.3997, 1.1970], [4.7978, 2.1011, 2.5177], [-3.1780, 0.4838, -2.7616], [-3.7088, 1.2798, -2.7902], [-3.0274, 0.2625, -3.6806], [3.6112, -1.8743, 3.8250], [4.0819, -2.5110, 3.2873], [3.0362, -1.4191, 3.2099], [-2.6244, 2.6061, -0.6691], [-1.6775, 2.5507, -0.7976], [-2.8807, 1.7270, -0.3905], [1.6973, 2.5658, 5.2067], [1.0208, 1.8951, 5.1133], [1.3764, 3.3041, 4.6888], [-1.2365, 2.6277, -3.3785], [-1.5850, 1.7749, -3.1187], [-0.2861, 2.5195, -3.3433]]
}